# 1
A molecular structure, C17H13Br2FNO4RhS. Source: OMol25; level of theory: the ωB97M-V functional and the def2-TZVPD basis.

The geometry in ORCA input format:
```
! wB97M-V def2-TZVPD RIJCOSX def2/J DEFGRID3
* xyz 0 1
Rh 0.398 0.354 -0.147
C 1.368 -1.179 -2.999
C -0.070 -1.357 -2.628
C -0.919 -2.111 -3.470
C -2.239 -2.267 -3.180
C -2.776 -1.670 -2.019
C -4.122 -1.748 -1.600
Br -5.388 -2.706 -2.630
C -4.524 -1.140 -0.444
C -3.609 -0.435 0.350
Br -4.192 0.376 1.944
C -2.278 -0.319 -0.009
O -1.388 0.328 0.694
C -1.883 -0.941 -1.215
N -0.555 -0.790 -1.537
H 1.479 -1.251 -4.080
H 1.976 -1.971 -2.560
H 1.756 -0.222 -2.662
H -0.492 -2.559 -4.356
H -2.883 -2.845 -3.828
H -5.554 -1.203 -0.125
C 3.917 1.303 0.523
S 2.429 2.118 0.043
O 1.401 1.743 1.071
O 2.686 3.512 -0.087
O 1.967 1.410 -1.205
H 4.165 1.641 1.527
H 4.697 1.587 -0.178
H 3.743 0.229 0.514
F 2.335 -4.008 3.562
C 1.877 -3.065 2.712
C 1.088 -2.046 3.208
C 0.620 -1.075 2.332
C 0.952 -1.139 0.984
C 1.739 -2.176 0.508
C 2.213 -3.154 1.378
H 0.847 -2.018 4.262
H -0.002 -0.271 2.700
H 1.997 -2.239 -0.540
H 2.829 -3.971 1.029
*
```

Computed properties:
Energy relative to the best compared isomer or geometry (same formula, charge and spin)   7.1 kcal/mol
HOMO energy   -0.2986 hartree

Here are the Löwdin charges for atoms 1 to 2, given in e: atom 1 (Rh): 1.16, atom 2 (C): -0.02

# 2
13 unconnected molecules or ions with the total composition C57H111O32P3. Source: OMol25; level of theory: the ωB97M-V functional and the def2-TZVPD basis.

The geometry in ORCA input format:
```
! wB97M-V def2-TZVPD RIJCOSX def2/J DEFGRID3
* xyz 0 1
C -6.509 -4.122 4.429
C -5.508 -4.506 3.545
C -4.802 -3.477 2.916
C -5.328 -2.176 2.898
C -6.417 -1.883 3.742
C -7.006 -2.854 4.458
O -8.078 -2.604 5.286
O -3.632 -3.680 2.223
H -6.835 -4.935 5.061
H -5.240 -5.552 3.513
H -5.035 -1.448 2.157
H -6.828 -0.884 3.707
H -8.329 -3.299 5.898
H -3.313 -2.893 1.775
C -4.585 5.720 6.394
C -4.959 6.130 7.672
C -4.656 5.279 8.743
C -4.033 4.030 8.605
C -3.647 3.644 7.299
C -3.872 4.517 6.261
O -3.422 4.184 5.056
O -5.080 5.556 10.038
H -4.778 6.398 5.575
H -5.381 7.096 7.906
H -3.945 3.392 9.472
H -3.224 2.651 7.260
H -2.763 3.486 5.041
H -5.449 6.442 10.050
C 8.941 0.213 1.894
C 8.316 -1.091 2.083
C 8.449 -1.757 3.266
C 9.320 -1.235 4.258
C 10.034 -0.076 4.006
C 9.911 0.639 2.849
O 10.652 1.775 2.571
O 7.824 -2.958 3.467
H 8.738 0.688 0.946
H 7.641 -1.423 1.308
H 9.448 -1.754 5.196
H 10.678 0.416 4.719
H 10.374 2.460 1.958
H 8.109 -3.442 4.245
C -1.232 10.711 0.832
C -1.722 9.633 0.090
C -1.451 9.554 -1.239
C -0.704 10.567 -1.915
C -0.171 11.571 -1.110
C -0.485 11.698 0.200
O 0.029 12.748 0.857
O -2.102 8.575 -1.966
H -1.531 10.725 1.870
H -2.169 8.812 0.632
H -0.430 10.524 -2.959
H 0.476 12.265 -1.625
H -0.673 13.097 1.412
H -1.370 8.254 -2.498
C -11.622 -5.740 -0.492
O -11.431 -6.863 -1.359
P -11.338 -6.435 -2.958
O -12.414 -5.472 -3.329
O -9.848 -5.778 -3.095
C -8.646 -6.550 -2.896
O -11.392 -7.799 -3.748
C -11.417 -7.900 -5.191
H -12.001 -4.845 -0.986
H -10.747 -5.392 0.056
H -12.418 -6.039 0.191
H -8.179 -6.615 -3.879
H -8.864 -7.582 -2.622
H -8.013 -6.170 -2.095
H -11.867 -6.995 -5.600
H -12.031 -8.728 -5.546
H -10.394 -8.024 -5.547
C 4.669 11.995 7.623
O 3.640 11.091 7.169
P 3.322 9.882 8.209
O 2.647 10.144 9.459
O 4.758 9.111 8.427
C 5.287 9.076 9.758
O 2.534 8.800 7.238
C 3.168 8.092 6.145
H 4.837 12.000 8.700
H 4.555 13.026 7.285
H 5.554 11.610 7.116
H 6.188 9.688 9.710
H 5.633 8.045 9.835
H 4.568 9.333 10.535
H 3.967 7.513 6.607
H 3.660 8.756 5.434
H 2.547 7.517 5.458
C 11.270 -0.359 -8.741
O 10.125 0.335 -8.235
P 10.003 0.910 -6.706
O 10.472 -0.015 -5.656
O 8.405 1.283 -6.517
C 7.392 0.196 -6.298
O 10.761 2.355 -6.831
C 10.761 3.216 -5.796
H 11.587 0.098 -9.679
H 10.996 -1.398 -8.921
H 12.149 -0.491 -8.111
H 6.972 0.027 -7.290
H 6.659 0.612 -5.607
H 7.868 -0.721 -5.950
H 11.744 3.682 -5.726
H 10.519 2.773 -4.830
H 10.069 4.029 -6.017
C 0.237 -8.010 4.953
O -0.276 -9.419 4.878
C 0.756 -10.371 4.494
C 0.925 -10.432 3.006
O -0.144 -11.053 2.279
C -1.393 -10.324 2.273
H -0.568 -7.354 5.286
H 0.696 -7.680 4.021
H 1.083 -7.929 5.635
H 0.523 -11.382 4.828
H 1.671 -10.159 5.047
H 1.707 -11.109 2.661
H 1.089 -9.432 2.605
H -2.004 -10.721 1.462
H -1.389 -9.253 2.070
H -1.905 -10.585 3.199
C -3.728 -1.594 -15.015
O -2.637 -1.432 -14.125
C -1.600 -2.382 -14.140
C -0.429 -1.825 -13.428
O -0.604 -1.753 -11.976
C -1.645 -0.881 -11.447
H -3.480 -1.485 -16.070
H -4.383 -0.771 -14.729
H -4.207 -2.538 -14.756
H -1.398 -2.801 -15.126
H -1.904 -3.280 -13.603
H -0.085 -0.882 -13.853
H 0.398 -2.484 -13.691
H -1.946 -0.270 -12.298
H -1.247 -0.279 -10.630
H -2.462 -1.493 -11.063
C -0.400 -8.372 -4.854
O 0.736 -7.796 -5.525
C 0.757 -6.367 -5.828
C 0.921 -5.340 -4.696
O 2.127 -5.366 -4.017
C 2.153 -6.431 -3.137
H -1.296 -8.166 -5.439
H -0.390 -8.025 -3.820
H -0.238 -9.447 -4.777
H -0.015 -6.091 -6.545
H 1.706 -6.161 -6.322
H 0.061 -5.342 -4.027
H 0.965 -4.404 -5.254
H 2.054 -7.442 -3.532
H 1.406 -6.414 -2.344
H 3.148 -6.341 -2.701
C 2.839 -1.223 10.455
O 1.504 -1.526 10.699
C 1.208 -2.166 11.912
C -0.150 -2.888 11.850
O -1.198 -2.007 11.950
C -1.667 -1.625 13.199
H 2.930 -0.703 9.502
H 3.418 -2.146 10.417
H 3.235 -0.678 11.313
H 1.313 -1.433 12.712
H 1.906 -2.997 12.006
H -0.051 -3.695 12.577
H -0.137 -3.398 10.887
H -0.805 -1.283 13.771
H -1.961 -2.499 13.780
H -2.379 -0.800 13.172
C 1.347 5.529 -5.906
O -0.008 5.728 -6.242
C -0.341 5.350 -7.550
C -1.913 5.243 -7.880
O -2.600 4.251 -7.127
C -3.932 4.008 -7.510
H 2.095 5.683 -6.683
H 1.401 4.467 -5.668
H 1.672 6.178 -5.093
H 0.192 4.418 -7.739
H 0.151 6.103 -8.166
H -2.017 5.060 -8.950
H -2.552 6.116 -7.743
H -3.993 3.801 -8.579
H -4.563 4.882 -7.346
H -4.249 3.142 -6.929
C 1.029 -0.127 1.967
O 0.211 0.533 0.952
C 0.836 0.806 -0.239
C -0.244 0.883 -1.284
O -0.976 -0.338 -1.395
C -2.208 -0.051 -2.072
H 1.193 -1.168 1.691
H 0.402 -0.161 2.859
H 2.031 0.288 2.074
H 1.515 -0.023 -0.439
H 1.385 1.739 -0.111
H 0.256 1.203 -2.198
H -0.854 1.739 -0.994
H -2.806 -0.961 -2.130
H -2.005 0.149 -3.124
H -2.724 0.784 -1.598
*
```

Computed properties:
HOMO energy   -0.2841 hartree

Here are the Löwdin charges for atoms 1 to 2, given in e: atom 1 (C): -0.04, atom 2 (C): 0.00

# 3
A single C3H5ClFN molecule. Source: OMol25; level of theory: the ωB97M-V functional and the def2-TZVPD basis.

The geometry in ORCA input format:
```
! wB97M-V def2-TZVPD RIJCOSX def2/J DEFGRID3
* xyz 0 1
N -1.319 -0.931 -2.663
C -0.718 -1.166 -1.369
C -0.623 -0.039 -0.434
C 0.322 0.135 0.459
F 1.490 -0.565 0.376
Cl 0.435 1.259 1.867
H -2.143 -0.326 -2.370
H -0.782 -0.230 -3.174
H 0.297 -1.614 -1.452
H -1.398 -1.907 -0.871
H -1.439 0.692 -0.557
*
```

Computed properties:
Energy relative to the best compared isomer or geometry (same formula, charge and spin)   8.2 kcal/mol
HOMO energy   -0.3592 hartree

Here are the Löwdin charges for atoms 1 to 2, given in e: atom 1 (N): -0.02, atom 2 (C): -0.32

# 4
16 unconnected molecules or ions with the total composition C5H41NO15. Source: OMol25; level of theory: the ωB97M-V functional and the def2-TZVPD basis.

The geometry in ORCA input format:
```
! wB97M-V def2-TZVPD RIJCOSX def2/J DEFGRID3
* xyz 0 1
C 0.105 -0.002 -0.240
C 0.985 -0.930 -1.134
C 1.423 -0.133 -2.382
C 2.119 1.157 -1.983
C 1.732 2.370 -2.311
N 0.382 -2.209 -1.484
H -0.383 -0.566 0.573
H 0.738 0.633 0.326
H -0.753 0.351 -0.781
H 1.874 -1.046 -0.532
H 0.755 -0.002 -3.228
H 2.099 -0.746 -2.965
H 3.175 1.019 -1.603
H 2.165 3.328 -2.398
H 0.766 2.683 -2.707
H -0.021 -2.546 -0.638
H -0.318 -2.196 -2.218
H -2.198 -2.853 0.401
H -2.151 -1.517 1.010
O -2.365 -2.450 1.276
H -1.053 -2.851 3.144
H -0.333 -2.686 1.928
O -0.132 -2.932 2.880
H 0.602 -4.732 1.146
H -0.838 -4.861 1.449
O -0.249 -4.635 0.725
H -1.896 3.602 1.393
H -1.575 4.941 0.826
O -2.328 4.380 0.997
H 1.312 1.738 4.186
H -0.071 1.735 4.831
O 0.635 2.308 4.539
H 2.960 1.813 2.430
H 2.124 0.604 2.264
O 2.262 1.471 1.848
H -2.719 -0.958 -1.368
H -2.549 -0.905 -2.885
O -2.727 -1.563 -2.132
H 2.623 -2.899 -3.519
H 2.129 -3.195 -2.089
O 2.902 -3.301 -2.688
H 3.855 -3.270 -0.260
H 2.764 -2.566 -0.793
O 3.149 -2.706 0.082
H 0.849 -1.481 3.078
H 2.230 -1.423 2.270
O 1.692 -0.947 2.898
H -3.752 0.062 1.358
H -2.711 0.849 0.312
O -2.989 0.066 0.786
H 0.563 2.182 1.922
H -0.021 3.008 3.031
O -0.127 2.838 2.078
H -3.678 2.694 -0.698
H -2.245 2.964 -0.854
O -2.885 2.204 -0.925
H -0.342 2.720 -0.667
H -0.110 4.209 -0.533
O -0.697 3.572 -0.951
H -2.531 1.393 -3.719
H -2.214 1.312 -2.226
O -2.009 0.901 -3.079
*
```

Computed properties:
Energy relative to the best compared isomer or geometry (same formula, charge and spin)   84.3 kcal/mol
HOMO energy   -0.3461 hartree

Here are the Löwdin charges for atoms 1 to 2, given in e: atom 1 (C): -0.03, atom 2 (C): -0.40

Calculated values (eV) of Kohn-Sham gap for the records, taken in order: 7.342, 8.024, 10.562, 9.544.